[1]
Here is a molecular structure, C2HAgLiO3 at a distorted geometry from OMol25. Energies are from ωB97M-V with the def2-TZVPD basis set.

Calculated values
Strongest force on any atom = 4.64 eV Å⁻¹
E_LUMO (spin up / spin down) = -1.80 / -1.66 eV
HOMO-LUMO gap (spin up / spin down) = 3.8 / 7.1 eV
2S+1 = 2

Last column: Löwdin spin population.
Atoms and positions in Å:
C 1.56820 -1.30161 1.45717  0.499
H 2.53408 -1.04464 1.93251  0.041
O 1.47591 -0.28084 0.44370  0.081
C 0.37215 -0.27678 -0.31834  0.091
O 0.34342 0.62804 -1.19159  0.028
O -0.69886 -0.64550 0.26293  0.032
Li -0.33809 -2.00624 1.54251  0.048
Ag -0.98973 2.16173 0.02868  0.180

[2]
Here is a molecular structure, C2HBiO4 at a distorted geometry from OMol25. Energies are from ωB97M-V with the def2-TZVPD basis set.

Calculated values
Net charge = +2
Strongest force on any atom = 6.88 eV Å⁻¹
E_LUMO = -12.92 eV
HOMO-LUMO gap = 8.4 eV
2S+1 = 1

Last column: Mulliken charge in e.
Atoms and positions in Å:
O 0.98142 0.06957 -2.67132  0.001
C 0.58568 0.01691 -1.58272  0.736
O 1.00822 0.25923 -0.44648  -0.432
C -0.97220 -0.37643 0.84603  0.528
O -1.33257 0.79512 1.06371  -0.421
O -0.19162 -0.87992 1.71114  -0.428
Bi 1.05654 0.74199 1.57717  1.763
H -1.13547 -0.62647 -0.49753  0.253

[3]
Here is a molecular structure, C2HBr2ClF2 at a distorted geometry from OMol25. Energies are from ωB97M-V with the def2-TZVPD basis set.

Calculated values
Strongest force on any atom = 2.80 eV Å⁻¹
E_LUMO (spin up / spin down) = -0.83 / -0.35 eV
HOMO-LUMO gap (spin up / spin down) = 8.2 / 8.4 eV
2S+1 = 1

Last column: Mulliken charge in e.
Atoms and positions in Å:
C -1.89077 -0.04074 0.74086  0.039
C 1.42836 0.06369 -0.64957  0.147
F -2.44169 0.74262 1.69082  -0.194
F 2.10320 0.74381 0.28187  -0.147
Cl -1.01501 0.83372 -0.42717  0.005
Br 2.05456 0.35301 -2.41851  -0.041
Br 1.19077 -1.79040 -0.27700  -0.060
H -1.42942 -0.90571 1.05869  0.250

Repeat the third record exactly.
Here is a molecular structure, C2HBr2ClF2 at a distorted geometry from OMol25. Energies are from ωB97M-V with the def2-TZVPD basis set.

Calculated values
Strongest force on any atom = 2.80 eV Å⁻¹
E_LUMO (spin up / spin down) = -0.83 / -0.35 eV
HOMO-LUMO gap (spin up / spin down) = 8.2 / 8.4 eV
2S+1 = 1

Last column: Mulliken charge in e.
Atoms and positions in Å:
C -1.89077 -0.04074 0.74086  0.039
C 1.42836 0.06369 -0.64957  0.147
F -2.44169 0.74262 1.69082  -0.194
F 2.10320 0.74381 0.28187  -0.147
Cl -1.01501 0.83372 -0.42717  0.005
Br 2.05456 0.35301 -2.41851  -0.041
Br 1.19077 -1.79040 -0.27700  -0.060
H -1.42942 -0.90571 1.05869  0.250

Which formula does entry 1 have?
C2HAgLiO3

Which of these has the highest strongest force on any atom?
C2HBiO4